(1)
A structure of composition C36H50BN6OPtS, computed with wB97M-V/def2-TZVPD.

Each line ends with the Löwdin charge.
Atoms and positions in Å:
Pt  -0.679890  -0.297657  -0.419929  1.54
C  4.207595  -2.026758  0.602241  0.03
C  3.140202  -1.385194  -0.207087  -0.20
C  3.251368  -0.663613  -1.403172  0.09
C  1.971881  -0.357196  -1.830996  -0.20
N  1.125438  -0.881828  -0.897847  -0.06
N  1.844170  -1.484717  0.089952  0.06
B  1.025275  -2.311216  1.128480  -0.42
N  0.362492  -1.232782  2.046573  0.07
N  -0.711354  -0.593016  1.509140  -0.05
C  -1.308274  0.191105  2.448171  -0.19
C  -0.579517  0.020791  3.609540  0.08
C  0.447162  -0.897833  3.334330  -0.20
C  1.434265  -1.505369  4.262544  0.03
C  -2.684155  0.723506  2.214648  -0.51
C  -3.629974  -0.123388  3.097296  0.00
C  -3.051986  0.444796  0.757017  -0.05
C  -2.814390  2.205161  2.592777  0.01
N  -0.125463  -3.007814  0.338773  0.05
N  -1.019601  -2.290874  -0.441637  -0.04
C  -1.876990  -3.152892  -1.032351  -0.18
C  -1.518618  -4.430927  -0.606743  0.07
C  -0.433249  -4.312601  0.240302  -0.22
C  0.320687  -5.376339  0.950724  0.02
C  -3.002608  -2.834846  -1.982093  -0.53
C  -4.308394  -3.352192  -1.354654  -0.01
C  -2.722555  -3.585713  -3.295686  -0.01
C  -3.155008  -1.348749  -2.285802  -0.05
C  1.488375  0.060152  -3.183535  -0.51
C  1.866219  -1.089834  -4.145984  0.00
C  2.154128  1.358207  -3.660506  0.00
C  -0.035356  0.157248  -3.150288  -0.04
H  5.158563  -1.967487  0.079532  0.11
H  3.982845  -3.073015  0.796549  0.10
H  4.312089  -1.522054  1.563192  0.10
H  4.160386  -0.497915  -1.954148  0.15
H  1.684511  -3.085723  1.725628  0.13
H  -0.833522  0.404640  4.581709  0.15
H  1.192386  -1.245149  5.289694  0.11
H  2.437682  -1.139039  4.042162  0.10
H  1.447553  -2.589133  4.172108  0.10
H  -3.511802  -1.189743  2.904779  0.10
H  -4.662297  0.153411  2.884327  0.11
H  -3.445488  0.060512  4.154337  0.10
H  -3.233755  -0.622930  0.622073  0.08
H  -2.287616  0.833796  0.048563  0.04
H  -3.961518  0.964041  0.448967  0.14
H  -2.305218  2.425704  3.530589  0.10
H  -3.866860  2.452248  2.721873  0.11
H  -2.401369  2.857650  1.819951  0.08
H  -1.996674  -5.352335  -0.887197  0.14
H  -0.111014  -6.346261  0.718164  0.10
H  0.279921  -5.233126  2.029930  0.10
H  1.367110  -5.385915  0.647591  0.10
H  -4.260054  -4.422366  -1.161123  0.10
H  -5.135729  -3.174368  -2.040059  0.11
H  -4.529381  -2.848218  -0.412942  0.09
H  -2.648536  -4.659421  -3.133386  0.10
H  -1.794868  -3.249133  -3.760317  0.09
H  -3.538888  -3.410222  -3.994864  0.11
H  -3.431244  -0.768404  -1.410739  0.05
H  -3.970960  -1.207802  -2.995310  0.12
H  -2.277055  -0.928382  -2.767962  0.04
H  2.946299  -1.177648  -4.247952  0.10
H  1.452100  -0.879971  -5.131759  0.11
H  1.471178  -2.046580  -3.803744  0.10
H  3.229419  1.339230  -3.493500  0.10
H  1.742438  2.239217  -3.157610  0.06
H  1.990662  1.468490  -4.731316  0.11
H  -0.462896  -0.846274  -3.103728  0.06
H  -0.431772  0.625622  -4.052900  0.14
H  -0.401252  0.800424  -2.326927  0.06
O  -0.165216  1.680583  -0.287358  -0.62
S  1.149061  2.093928  0.493558  1.12
C  0.623229  3.213492  1.757294  -0.39
C  -0.154424  4.333016  1.468079  -0.07
C  -0.413669  5.232420  2.483890  -0.03
C  0.106620  5.017130  3.758085  -0.02
C  0.881136  3.899401  4.028703  -0.04
C  1.143232  2.979243  3.023323  -0.09
C  2.001192  3.115998  -0.676308  -0.40
C  3.387574  3.098581  -0.601515  -0.07
C  4.102047  3.959897  -1.421964  -0.03
C  3.430038  4.801085  -2.298467  -0.02
C  2.038907  4.792669  -2.366356  -0.03
C  1.307465  3.946250  -1.552170  -0.10
H  -0.543022  4.503763  0.475143  0.11
H  -1.014574  6.108369  2.285814  0.13
H  -0.088641  5.735143  4.542368  0.13
H  1.285141  3.744798  5.018478  0.12
H  1.755648  2.109550  3.220072  0.11
H  3.902788  2.444448  0.088240  0.12
H  5.180735  3.970555  -1.378300  0.13
H  3.992452  5.469499  -2.935199  0.13
H  1.526171  5.446654  -3.056531  0.13
H  0.228864  3.929538  -1.607309  0.12

Atoms 1-6, force components in eV/Å:
Pt -0.017 0.052 -0.219
C 0.022 0.062 0.022
C 0.008 0.040 -0.217
C -0.101 -0.020 -0.055
C 0.219 -0.276 0.178
N 0.455 -0.032 0.346

Values from the calculation:
gap between HOMO and LUMO (alpha / beta)	0.19956 / 0.19954	Ha
energy above the lowest of the compared OMol25 structures with the same formula, charge and spin	28.3	kJ/mol
LUMO (alpha / beta)	-11.5 / -11.5	eV
spin multiplicity	1
charge	+3
HOMO (alpha / beta)	-16.98 / -16.98	eV
energy	-2346.98711	hartree

***

(2)
A structure of composition C36H50BrGdIN4O4S, computed with wB97M-V/def2-TZVPD.

Each line ends with the Löwdin charge.
Atoms and positions in Å:
Gd  0.864047  -0.685503  -0.312121  1.19
C  3.564811  -3.860805  -0.363855  -0.10
O  3.125239  -2.692278  -1.044324  -0.27
C  3.545467  -2.673341  -2.392397  -0.19
C  3.350231  -1.262477  -2.892451  -0.18
O  1.992493  -0.841574  -2.766654  -0.30
C  1.148009  -1.152776  -3.878896  -0.17
C  0.156230  -2.243216  -3.535629  -0.18
O  -0.518900  -1.860108  -2.349580  -0.33
C  -1.778700  -2.511963  -2.206859  -0.09
H  4.634242  -4.015928  -0.529714  0.10
H  3.388478  -3.703413  0.696022  0.07
H  3.015307  -4.744088  -0.700913  0.09
H  4.605539  -2.938487  -2.467097  0.14
H  2.967975  -3.393372  -2.986926  0.13
H  3.937279  -0.586701  -2.269122  0.08
H  3.685785  -1.169975  -3.927226  0.14
H  0.601776  -0.242830  -4.126008  0.10
H  1.745202  -1.450510  -4.741897  0.14
H  -0.555374  -2.339964  -4.361048  0.14
H  0.651237  -3.210144  -3.387131  0.13
H  -2.440923  -2.241534  -3.032010  0.11
H  -1.653018  -3.599524  -2.183304  0.09
H  -2.208818  -2.171358  -1.268856  0.06
I  0.136217  -3.609670  0.596100  1.16
C  1.325668  -3.403761  2.381871  -0.54
C  1.210675  -4.442247  3.257381  -0.15
C  1.948334  -4.417691  4.455887  -0.07
C  2.776144  -3.364899  4.710102  -0.03
C  2.913602  -2.300514  3.786819  -0.16
C  3.818292  -1.248804  4.057820  -0.03
C  3.967228  -0.230062  3.165123  -0.07
C  3.197566  -0.209324  1.985462  -0.17
C  2.288012  -1.191708  1.633790  -0.21
C  2.163402  -2.273379  2.568186  -0.26
H  0.560210  -5.279470  3.044594  0.09
H  1.853931  -5.236640  5.155924  0.11
H  3.351883  -3.323058  5.626747  0.12
H  4.388221  -1.279418  4.978426  0.12
H  4.663773  0.575814  3.366654  0.11
H  3.331895  0.657506  1.340808  0.03
C  -6.582469  3.054312  -1.106260  -0.06
C  -5.223403  3.237051  -1.784057  -0.56
C  -4.747570  4.674473  -1.525006  -0.04
C  -5.405522  3.010578  -3.293208  -0.04
C  -4.180837  2.255077  -1.258279  -0.17
C  -2.880765  2.299491  -1.746429  -0.08
C  -1.970917  1.390134  -1.268910  -0.46
Br  -0.153383  1.483316  -1.951083  0.86
C  -2.210488  0.385424  -0.312596  -0.38
O  -1.250131  -0.446641  0.026041  -0.40
C  -3.530952  0.369317  0.201042  -0.07
C  -4.451802  1.291234  -0.296156  0.02
C  -4.037609  -0.576476  1.306231  -0.52
C  -5.247012  -1.367201  0.780398  -0.04
C  -4.468328  0.281323  2.509573  -0.04
C  -3.025293  -1.601963  1.827166  -0.07
H  -7.286261  3.780697  -1.513975  0.09
H  -6.519365  3.219180  -0.028723  0.09
H  -6.991550  2.058458  -1.288190  0.09
H  -5.495763  5.389845  -1.871331  0.09
H  -3.812234  4.889328  -2.043579  0.08
H  -4.588418  4.832112  -0.456639  0.09
H  -6.160431  3.690868  -3.692354  0.09
H  -5.732825  1.986749  -3.483701  0.09
H  -4.475964  3.179356  -3.838762  0.08
H  -2.572387  3.028233  -2.484295  0.11
H  -5.453040  1.257416  0.109627  0.09
H  -6.077831  -0.715309  0.511535  0.08
H  -5.599838  -2.060990  1.546209  0.09
H  -4.969229  -1.946756  -0.102726  0.09
H  -5.255116  0.986974  2.242067  0.08
H  -3.619300  0.851499  2.893041  0.09
H  -4.844112  -0.359235  3.309908  0.09
H  -2.770864  -2.339735  1.066173  0.04
H  -3.472521  -2.134733  2.669424  0.09
H  -2.108243  -1.130978  2.171971  0.06
S  3.088092  1.780061  -1.124659  0.65
C  4.733310  1.997707  -0.794752  -0.75
N  5.621845  1.013162  -0.376079  0.03
C  6.934083  1.588484  -0.104606  -0.13
C  6.852228  3.000866  -0.740855  -0.13
N  5.427506  3.182380  -0.970526  0.02
H  5.304530  0.183488  0.092531  0.12
H  7.715455  0.983312  -0.562977  0.12
H  7.129177  1.649621  0.969859  0.12
H  7.415556  3.048134  -1.676701  0.12
H  7.231341  3.771538  -0.070134  0.12
H  5.043755  3.973513  -1.451666  0.14
N  0.826504  2.608818  1.134945  -0.02
C  0.481699  3.402338  2.163408  -0.08
C  -0.058219  2.586083  3.129579  -0.05
C  0.013166  1.296981  2.586398  -0.13
N  0.555906  1.316390  1.376961  -0.07
H  1.266561  2.876051  0.267965  0.05
H  0.620657  4.469518  2.125781  0.12
H  -0.448273  2.873504  4.089835  0.10
H  -0.301768  0.364813  3.027850  0.11

Atoms 1-6, force components in eV/Å:
Gd 0.912 -0.086 -0.126
C -0.028 0.046 0.039
O 0.117 0.041 -0.003
C -0.193 0.120 -0.064
C 0.093 -0.108 0.127
O -0.029 -0.112 0.021

Values from the calculation:
gap between HOMO and LUMO (alpha / beta)	0.28822 / 0.22367	Ha
energy above the lowest of the compared OMol25 structures with the same formula, charge and spin	43.1	kJ/mol
LUMO (alpha / beta)	-1.8 / -3.6	eV
spin multiplicity	8
charge	+1
HOMO (alpha / beta)	-9.65 / -9.67	eV
energy	-5957.18391	hartree